The following is a quantum chemistry calculation of 6 unconnected molecules or ions with the total composition C31H65BrN2O8P, from OMol25.

```
108
Properties=species:S:1:pos:R:3:lowdin_charge:R:1
C -3.787 2.072 6.020 0.019
C -4.540 1.156 5.125 -0.489
O -5.491 0.434 5.464 0.069
O -4.141 1.197 3.823 -0.036
C -2.860 0.603 3.523 -0.180
C -2.647 0.662 2.038 -0.176
C -2.463 2.033 1.350 -0.243
C -2.094 3.242 2.194 -0.333
P -0.296 3.249 2.845 0.431
Br 1.997 3.139 3.899 0.106
C -0.368 5.194 3.270 -0.358
C -1.233 5.428 4.423 -0.382
N -0.916 5.401 5.671 0.062
C 0.502 3.626 1.143 -0.291
C 1.651 2.837 0.515 -0.446
O 2.939 3.364 0.834 -0.120
C 1.684 1.345 0.769 -0.267
N 2.903 0.784 0.169 0.023
H -3.657 3.048 5.578 0.086
H -2.791 1.687 6.213 0.093
H -4.329 2.145 6.956 0.085
H -2.912 -0.442 3.825 0.130
H -2.059 1.085 4.076 0.100
H -3.481 0.124 1.592 0.099
H -1.759 0.062 1.852 0.107
H -3.372 2.240 0.789 0.099
H -1.675 1.922 0.607 0.082
H -2.201 4.123 1.563 0.069
H -2.782 3.375 3.023 0.059
H -0.161 1.831 2.598 -0.030
H -0.703 2.963 4.201 -0.045
H 0.639 5.522 3.497 0.031
H -0.756 5.726 2.405 0.062
H -2.290 5.586 4.205 0.086
H 0.082 5.211 5.762 0.017
H 0.814 4.669 1.165 0.072
H -0.317 3.584 0.427 0.071
H 1.538 2.938 -0.568 0.127
H 2.833 4.024 1.516 0.012
H 1.586 1.118 1.824 0.056
H 0.832 0.897 0.258 0.111
H 2.776 -0.207 0.021 0.042
H 3.663 0.881 0.825 0.061
C 2.647 -3.745 -3.173 -0.160
C 3.498 -2.654 -3.828 -0.162
C 3.469 -1.560 -2.766 -0.202
O 3.379 -2.240 -1.512 -0.155
C 3.059 -3.613 -1.710 -0.208
H 2.830 -4.742 -3.569 0.109
H 1.585 -3.518 -3.291 0.111
H 4.519 -3.010 -3.977 0.089
H 3.115 -2.318 -4.790 0.111
H 2.601 -0.903 -2.880 0.118
H 4.364 -0.938 -2.760 0.113
H 3.944 -4.224 -1.495 0.104
H 2.270 -3.895 -1.011 0.117
C 7.172 3.530 -1.240 -0.172
C 6.052 2.489 -1.280 -0.169
C 4.889 3.312 -1.813 -0.188
O 5.476 4.301 -2.686 -0.148
C 6.885 4.333 -2.505 -0.229
H 8.174 3.101 -1.235 0.104
H 7.065 4.162 -0.356 0.113
H 6.310 1.686 -1.976 0.105
H 5.821 2.046 -0.314 0.105
H 4.356 3.802 -1.000 0.099
H 4.175 2.718 -2.381 0.113
H 7.378 3.881 -3.376 0.110
H 7.206 5.374 -2.434 0.110
C 8.648 -2.773 -3.562 -0.166
C 8.251 -3.540 -2.298 -0.162
C 6.865 -4.047 -2.678 -0.206
O 6.888 -4.253 -4.092 -0.150
C 8.057 -3.658 -4.654 -0.207
H 9.722 -2.634 -3.671 0.109
H 8.173 -1.790 -3.571 0.113
H 8.932 -4.377 -2.132 0.112
H 8.237 -2.926 -1.399 0.113
H 6.100 -3.302 -2.435 0.102
H 6.601 -4.985 -2.189 0.119
H 8.758 -4.448 -4.946 0.114
H 7.770 -3.104 -5.548 0.116
C -7.261 -3.212 1.606 -0.170
C -7.449 -2.366 2.868 -0.164
C -6.033 -1.866 3.132 -0.191
O -5.417 -1.761 1.840 -0.146
C -6.221 -2.396 0.850 -0.218
H -8.169 -3.363 1.026 0.101
H -6.855 -4.192 1.868 0.112
H -8.112 -1.522 2.662 0.113
H -7.859 -2.921 3.711 0.107
H -5.468 -2.590 3.732 0.121
H -5.999 -0.904 3.635 0.089
H -6.698 -1.632 0.225 0.114
H -5.581 -3.005 0.211 0.109
C -8.084 -2.326 -3.844 -0.167
C -7.083 -3.454 -4.107 -0.168
C -6.508 -3.678 -2.712 -0.206
O -7.562 -3.375 -1.800 -0.161
C -8.629 -2.717 -2.475 -0.204
H -8.864 -2.245 -4.599 0.108
H -7.564 -1.368 -3.786 0.114
H -7.603 -4.349 -4.453 0.111
H -6.317 -3.199 -4.838 0.110
H -5.663 -3.008 -2.519 0.118
H -6.181 -4.703 -2.540 0.118
H -9.477 -3.406 -2.568 0.116
H -8.945 -1.861 -1.878 0.117
```

The value obtained for the HOMO energy is -4.82 eV. The energy is -4846.89656 Eh. As for the charge: -1.

***

The following is a quantum chemistry calculation of 5 unconnected molecules or ions with the total composition C31H66IN3O10, from OMol25.

```
111
Properties=species:S:1:pos:R:3:lowdin_charge:R:1
C 5.067 1.511 -2.766 -0.090
C 4.309 2.601 -3.496 -0.378
C 4.215 2.255 -4.998 -0.052
C 2.924 2.996 -2.921 -0.124
C 2.365 2.221 -1.719 -0.091
C 1.026 1.507 -1.931 -0.317
C 1.054 0.308 -2.877 -0.092
C 2.274 -0.594 -2.877 -0.777
O 2.821 -0.875 -3.931 -0.019
I 3.065 -1.505 -1.102 0.955
O 0.755 0.925 -0.628 0.049
C -0.483 1.240 -0.198 -0.515
O -1.054 0.744 0.749 0.145
O -0.991 2.204 -0.972 0.082
C -0.222 2.436 -2.204 -0.267
C 0.048 3.940 -2.085 -0.079
C -1.219 4.799 -2.074 -0.051
C -1.357 5.679 -3.278 -0.479
O -1.941 6.731 -3.239 0.128
O -0.745 5.224 -4.407 0.045
C -1.238 1.952 -3.251 -0.016
C -0.991 2.068 -4.805 -0.614
N -2.072 2.944 -5.341 0.066
N -1.124 0.759 -5.449 0.089
N 0.239 2.642 -5.252 0.112
H 5.126 1.680 -1.697 0.078
H 4.673 0.517 -2.926 0.033
H 6.091 1.505 -3.122 0.084
H 4.930 3.487 -3.452 0.120
H 4.416 3.138 -5.589 0.076
H 3.219 1.921 -5.274 0.052
H 4.904 1.464 -5.262 0.077
H 2.194 2.953 -3.720 0.070
H 2.974 4.042 -2.648 0.114
H 3.040 1.491 -1.297 0.067
H 2.155 2.914 -0.916 0.120
H 0.191 -0.314 -2.676 0.140
H 0.968 0.649 -3.898 0.085
H 0.767 4.294 -2.809 0.102
H 0.514 4.050 -1.117 0.126
H -2.119 4.220 -1.932 0.130
H -1.176 5.487 -1.243 0.129
H -1.426 4.943 -5.031 0.091
H -2.148 2.490 -3.039 0.113
H -1.458 0.923 -3.009 0.113
H -2.870 2.343 -5.512 0.083
H -1.739 3.165 -6.274 0.083
H -0.250 0.260 -5.503 0.069
H -1.819 0.201 -4.981 0.080
H 1.014 2.005 -5.303 0.054
H 0.466 3.513 -4.804 0.057
C -1.637 -2.333 3.281 -0.072
C -2.227 -1.916 1.946 -0.282
O -2.942 -2.955 1.292 -0.159
C -4.052 -3.480 1.991 -0.290
C -5.132 -2.457 2.299 -0.081
H -0.994 -3.207 3.156 0.075
H -1.046 -1.519 3.701 0.078
H -2.411 -2.591 4.007 0.064
H -1.429 -1.638 1.265 0.099
H -2.857 -1.030 2.062 0.106
H -3.725 -3.981 2.911 0.103
H -4.462 -4.255 1.342 0.116
H -4.777 -1.680 2.977 0.066
H -5.985 -2.944 2.773 0.074
H -5.470 -1.971 1.383 0.080
C -3.854 8.820 -1.125 -0.075
C -5.082 7.927 -1.128 -0.277
O -4.860 6.641 -0.575 -0.164
C -4.442 6.611 0.775 -0.290
C -5.429 7.238 1.746 -0.081
H -3.031 8.326 -1.640 0.057
H -4.071 9.763 -1.629 0.078
H -3.523 9.056 -0.111 0.066
H -5.395 7.746 -2.156 0.118
H -5.922 8.420 -0.626 0.105
H -3.454 7.073 0.882 0.106
H -4.322 5.554 1.015 0.117
H -5.555 8.307 1.566 0.065
H -5.076 7.114 2.770 0.076
H -6.408 6.767 1.652 0.081
C 3.377 -5.444 3.111 -0.073
C 3.288 -5.193 1.616 -0.279
O 4.426 -4.538 1.084 -0.188
C 5.657 -5.219 1.241 -0.284
C 5.698 -6.583 0.574 -0.079
H 3.551 -4.509 3.645 0.083
H 2.451 -5.889 3.478 0.070
H 4.190 -6.126 3.362 0.067
H 2.445 -4.534 1.404 0.112
H 3.097 -6.128 1.077 0.109
H 5.918 -5.300 2.302 0.107
H 6.404 -4.570 0.783 0.118
H 4.990 -7.280 1.025 0.066
H 6.694 -7.016 0.672 0.076
H 5.455 -6.499 -0.485 0.082
C 0.755 -7.687 8.509 -0.080
C 1.366 -7.169 7.219 -0.286
O 1.046 -7.945 6.080 -0.164
C -0.327 -8.041 5.755 -0.283
C -0.971 -6.701 5.446 -0.079
H 1.043 -8.725 8.678 0.081
H 1.098 -7.087 9.353 0.076
H -0.335 -7.641 8.493 0.066
H 2.453 -7.200 7.297 0.117
H 1.094 -6.120 7.056 0.106
H -0.875 -8.566 6.545 0.107
H -0.372 -8.674 4.869 0.118
H -0.976 -6.039 6.313 0.066
H -2.005 -6.840 5.130 0.077
H -0.425 -6.196 4.648 0.074
```

The value obtained for the HOMO energy is -9.36 eV. The energy is -2435.07704 Eh.

***

The following is a quantum chemistry calculation of 3 unconnected molecules or ions with the total composition C31H68BFN7O6, from OMol25.

```
114
Properties=species:S:1:pos:R:3:lowdin_charge:R:1
C 0.971 1.600 0.556 -0.131
C -0.357 0.610 0.680 -0.125
B -0.722 -0.171 -0.739 -0.357
O -2.060 -0.859 -0.763 0.037
N 0.154 -0.199 -1.978 0.037
C 0.243 1.103 -2.802 -0.108
C -0.466 0.755 -4.249 -0.176
C -1.323 1.988 -4.906 -0.204
C -0.446 3.322 -5.284 -0.195
C -0.302 3.540 -6.935 -0.208
C 1.233 3.290 -7.477 -0.198
C 1.669 1.687 -7.507 -0.194
C 3.214 1.418 -7.021 -0.163
C 3.578 2.008 -5.529 -0.236
O 4.194 3.348 -5.559 -0.251
C 4.335 3.736 -4.118 -0.114
C 0.815 -1.327 -2.401 -0.112
N 1.720 -1.563 -3.597 0.139
C 2.224 -2.993 -3.693 -0.014
C 3.221 -3.641 -4.821 -0.077
C 3.996 -2.554 -5.773 -0.305
C 5.260 -1.666 -5.226 -0.089
N 3.618 -2.384 -7.111 0.090
N 1.596 -3.710 -2.480 -0.030
C 1.698 -5.152 -2.036 -0.202
C 1.722 -6.255 -3.249 -0.038
F 0.524 -5.526 -1.161 -0.086
N 0.850 -2.723 -1.795 0.103
H 1.670 1.312 -0.341 0.066
H 0.648 2.742 0.555 0.096
H 1.607 1.398 1.546 0.085
H -0.105 -0.194 1.510 0.101
H -1.293 1.253 1.046 0.134
H -1.990 -1.560 -0.039 0.117
H 1.395 1.363 -2.955 0.132
H -0.228 2.025 -2.255 0.155
H -1.236 -0.130 -4.038 0.135
H 0.369 0.305 -4.935 0.091
H -1.807 1.599 -5.925 0.118
H -2.256 2.279 -4.225 0.123
H 0.581 3.416 -4.728 0.098
H -1.095 4.256 -4.921 0.115
H -1.059 2.869 -7.542 0.111
H -0.573 4.669 -7.214 0.117
H 1.259 3.644 -8.603 0.117
H 1.944 3.899 -6.770 0.108
H 0.858 1.054 -6.923 0.095
H 1.596 1.315 -8.638 0.120
H 3.403 0.246 -6.968 0.077
H 3.995 1.812 -7.832 0.138
H 2.582 2.001 -4.888 0.107
H 4.376 1.259 -5.064 0.111
H 3.279 3.998 -3.646 0.098
H 4.871 2.895 -3.500 0.097
H 4.971 4.727 -4.119 0.110
H 4.050 -4.279 -4.257 0.138
H 2.665 -4.410 -5.530 0.134
H 4.990 -1.039 -4.275 0.075
H 6.209 -2.348 -4.985 0.099
H 5.641 -0.896 -6.045 0.092
H 4.242 -1.675 -7.572 0.039
H 2.648 -5.296 -1.327 0.178
H 1.073 -7.213 -3.064 0.113
H 2.848 -6.540 -3.525 0.106
H 1.309 -5.707 -4.226 0.092
H 0.352 -2.984 -0.904 0.173
C 0.632 -0.186 8.604 -0.112
O 1.719 -0.198 7.689 -0.202
C 2.415 -1.452 7.663 -0.201
C 2.224 -2.137 6.302 -0.204
N 0.845 -2.609 6.137 -0.052
C 0.539 -3.053 4.772 -0.192
C 0.559 -1.980 3.665 -0.221
O -0.471 -0.998 3.795 -0.230
C -0.131 0.106 4.621 -0.091
H 0.225 0.828 8.637 0.091
H -0.159 -0.865 8.275 0.077
H 0.967 -0.459 9.611 0.091
H 2.113 -2.110 8.483 0.123
H 3.475 -1.226 7.797 0.120
H 2.910 -2.987 6.226 0.122
H 2.485 -1.411 5.524 0.100
H 0.205 -1.857 6.381 0.071
H -0.469 -3.483 4.804 0.119
H 1.221 -3.867 4.498 0.118
H 0.360 -2.493 2.716 0.106
H 1.541 -1.508 3.549 0.108
H 0.936 0.341 4.591 0.094
H -0.451 -0.085 5.649 0.078
H -0.687 0.979 4.269 0.086
C -7.506 3.205 5.357 -0.114
O -6.428 2.821 6.199 -0.202
C -6.609 1.524 6.783 -0.202
C -5.561 0.544 6.237 -0.205
N -5.819 0.226 4.828 -0.054
C -4.724 -0.508 4.185 -0.188
C -3.382 0.234 4.021 -0.225
O -3.443 1.340 3.117 -0.194
C -3.843 2.566 3.714 -0.094
H -7.339 4.238 5.038 0.090
H -7.547 2.572 4.466 0.077
H -8.458 3.158 5.896 0.089
H -7.624 1.141 6.635 0.122
H -6.455 1.638 7.858 0.119
H -5.585 -0.378 6.827 0.122
H -4.575 1.008 6.359 0.100
H -5.970 1.091 4.314 0.070
H -5.079 -0.784 3.185 0.117
H -4.553 -1.447 4.727 0.119
H -2.675 -0.474 3.573 0.101
H -2.942 0.531 4.979 0.101
H -3.530 2.647 4.758 0.092
H -4.925 2.686 3.629 0.072
H -3.383 3.383 3.152 0.087
```

The value obtained for the HOMO energy is -10.09 eV. The energy is -2180.67269 Eh. As for the charge: +1.

***

The following is a quantum chemistry calculation of 4 unconnected molecules or ions with the total composition C31H69F3N2O12P, from OMol25.

```
118
Properties=species:S:1:pos:R:3:lowdin_charge:R:1
C -3.030 4.284 -5.654 -0.059
C -2.314 2.953 -5.503 -0.271
O -3.306 1.926 -5.294 -0.192
P -2.880 0.439 -4.912 0.482
O -4.046 -0.470 -4.848 -0.248
C -2.053 0.498 -3.299 -0.187
C -3.134 0.448 -2.209 -0.169
C -2.674 0.101 -0.790 -0.231
C -1.955 -1.246 -0.623 -0.139
N -0.530 -1.144 -0.252 -0.020
C 0.193 -0.030 -0.863 -0.160
C -0.395 1.324 -0.461 -0.240
C 0.269 1.897 0.802 -0.119
C 1.707 2.394 0.612 -0.051
C 1.934 3.193 -0.645 -0.634
F 3.058 3.890 -0.599 0.172
F 0.928 4.062 -0.879 0.135
F 2.009 2.400 -1.737 0.133
N -1.883 1.224 -0.167 0.141
O -1.695 0.005 -5.871 -0.207
C -2.016 -0.581 -7.167 -0.234
C -2.020 0.451 -8.282 -0.061
H -3.555 4.327 -6.610 0.084
H -3.766 4.393 -4.854 0.082
H -2.307 5.101 -5.609 0.084
H -1.715 2.720 -6.387 0.109
H -1.619 2.995 -4.654 0.105
H -1.408 1.375 -3.197 0.082
H -1.453 -0.417 -3.267 0.093
H -3.849 -0.341 -2.470 0.117
H -3.716 1.378 -2.177 0.132
H -3.592 0.044 -0.196 0.156
H -2.109 -1.846 -1.530 0.123
H -2.451 -1.789 0.187 0.125
H -0.095 -1.987 -0.610 0.125
H 1.210 -0.055 -0.459 0.127
H 0.304 -0.106 -1.954 0.118
H -0.303 2.022 -1.294 0.129
H -0.357 2.688 1.230 0.128
H 0.287 1.074 1.529 0.136
H 2.411 1.559 0.647 0.139
H 1.974 3.043 1.455 0.130
H -2.302 2.091 -0.507 0.183
H -2.021 1.232 0.845 0.180
H -2.957 -1.131 -7.101 0.110
H -1.222 -1.312 -7.340 0.124
H -0.993 0.715 -8.555 0.085
H -2.542 1.365 -7.991 0.067
H -2.499 0.021 -9.164 0.088
C 5.577 3.880 6.701 -0.095
O 5.291 4.830 5.695 -0.187
C 5.490 4.388 4.371 -0.198
C 4.321 4.704 3.460 -0.172
O 3.107 4.022 3.755 -0.149
C 2.397 4.373 4.935 -0.194
C 1.802 5.765 4.965 -0.202
O 2.782 6.773 5.071 -0.188
C 2.593 7.896 4.239 -0.106
H 6.643 3.868 6.947 0.092
H 5.017 4.165 7.591 0.092
H 5.269 2.872 6.405 0.077
H 5.688 3.310 4.347 0.115
H 6.368 4.897 3.954 0.131
H 4.602 4.346 2.465 0.124
H 4.163 5.780 3.376 0.116
H 2.998 4.185 5.826 0.116
H 1.554 3.676 4.966 0.119
H 1.148 5.814 5.847 0.131
H 1.180 5.917 4.074 0.121
H 2.188 7.612 3.262 0.084
H 3.567 8.361 4.087 0.091
H 1.925 8.629 4.702 0.090
C -3.327 -3.558 -4.918 -0.118
O -3.712 -4.648 -4.108 -0.185
C -4.526 -4.304 -3.006 -0.206
C -5.759 -5.175 -2.879 -0.187
O -6.709 -5.027 -3.912 -0.114
C -6.435 -5.554 -5.199 -0.180
C -6.420 -7.063 -5.296 -0.199
O -5.300 -7.631 -4.643 -0.195
C -5.575 -8.771 -3.859 -0.112
H -2.434 -3.066 -4.508 0.080
H -3.076 -3.952 -5.904 0.092
H -4.122 -2.821 -5.022 0.064
H -4.836 -3.253 -3.067 0.119
H -3.941 -4.438 -2.082 0.121
H -6.279 -4.839 -1.977 0.129
H -5.483 -6.220 -2.720 0.117
H -5.523 -5.130 -5.624 0.115
H -7.272 -5.212 -5.813 0.130
H -6.375 -7.320 -6.362 0.128
H -7.354 -7.464 -4.889 0.125
H -6.540 -8.688 -3.350 0.087
H -4.793 -8.850 -3.104 0.086
H -5.569 -9.684 -4.463 0.088
C 6.241 -3.552 7.124 -0.108
O 5.993 -2.521 6.192 -0.193
C 6.054 -2.906 4.834 -0.201
C 4.860 -2.422 4.039 -0.186
O 3.617 -3.001 4.391 -0.120
C 2.997 -2.643 5.613 -0.182
C 2.462 -1.230 5.679 -0.198
O 3.492 -0.261 5.730 -0.181
C 3.320 0.850 4.886 -0.110
H 7.314 -3.690 7.291 0.089
H 5.776 -3.264 8.066 0.088
H 5.806 -4.502 6.798 0.089
H 6.135 -3.993 4.739 0.124
H 6.950 -2.461 4.381 0.128
H 5.029 -2.741 3.007 0.127
H 4.812 -1.330 4.036 0.112
H 3.638 -2.853 6.471 0.117
H 2.131 -3.305 5.681 0.130
H 1.857 -1.149 6.592 0.129
H 1.805 -1.053 4.819 0.118
H 2.858 0.567 3.932 0.083
H 4.306 1.264 4.672 0.078
H 2.715 1.626 5.363 0.077
```

The value obtained for the HOMO energy is -10.52 eV. The energy is -2875.59002 Eh. As for the charge: +1.

***

Table of F_max (eV/Å), in record order: 2.94 2.49 6.44 0.94
Table of LUMO energy (eV), in record order: 2.110 0.270 -3.645 -2.954
Table of molecular weight (g/mol), in record order: 704.7 767.8 664.7 749.9